(1)
C31H37NO2PS5SbSn as an isolated structure. Source: the Open Molecules 2025 dataset; level of theory: wB97M-V/def2-TZVPD.

ORCA input file:
```
! RIJCOSX wB97M-V def2-TZVPD def2/J DEFGRID3
* xyz -2 1
Sn 0.3275 0.0863 1.0830
C 2.3212 2.2519 1.4466
C 1.8580 3.0916 0.4378
C 0.5087 3.4562 0.7376
C 0.1484 2.8569 1.9379
C 1.2436 2.0371 2.3775
C 1.4645 1.6026 3.8095
C -1.1581 3.0118 2.6715
C -0.3390 4.3738 -0.0987
C 2.6259 3.6096 -0.7475
C 3.7207 1.7410 1.6453
H 2.1323 0.7392 3.8620
H 0.5295 1.3109 4.2904
H 1.9116 2.4133 4.4031
H -2.0187 2.9955 1.9981
H -1.1899 3.9535 3.2353
H -1.3062 2.1963 3.3814
H -0.4757 3.9985 -1.1214
H 0.1082 5.3715 -0.1863
H -1.3307 4.4950 0.3428
H 3.4779 2.9709 -0.9963
H 3.0227 4.6180 -0.5699
H 1.9903 3.6781 -1.6373
H 3.7348 0.6625 1.8247
H 4.1925 2.2191 2.5130
H 4.3509 1.9492 0.7756
O -5.0036 1.2032 0.8244
N -3.7007 1.6278 0.5937
C -3.2192 1.4282 -0.5710
C -3.9446 0.9046 -1.7694
C -5.2113 1.4349 -2.0630
C -5.9196 1.0242 -3.1767
C -5.3682 0.0701 -4.0247
C -4.1091 -0.4339 -3.7570
C -3.3679 -0.0255 -2.6412
P -1.6205 -0.6440 -2.3236
C -1.1577 -0.6840 -4.1179
C -0.7585 -1.8107 -4.8302
C -0.3639 -1.7097 -6.1607
C -0.3666 -0.4813 -6.8067
C -0.7608 0.6523 -6.1055
C -1.1461 0.5475 -4.7778
C -2.0188 -2.4005 -1.9343
C -0.9845 -3.3385 -1.8736
C -1.2315 -4.6430 -1.4709
C -2.5089 -5.0311 -1.0915
C -3.5354 -4.0993 -1.1096
C -3.2930 -2.7984 -1.5257
H -5.2599 0.5939 0.1137
H -2.1692 1.6965 -0.6597
H -5.6236 2.1965 -1.4133
H -6.8920 1.4527 -3.3882
H -5.9168 -0.2736 -4.8939
H -3.6797 -1.1681 -4.4282
H -0.7580 -2.7776 -4.3442
H -0.0603 -2.6018 -6.6966
H -0.0615 -0.4075 -7.8434
H -0.7685 1.6186 -6.5959
H -1.4496 1.4395 -4.2376
H 0.0293 -3.0267 -2.0945
H -0.4098 -5.3454 -1.4110
H -2.6920 -6.0429 -0.7513
H -4.5272 -4.3761 -0.7716
H -4.1062 -2.0863 -1.5057
S 1.2086 -4.6898 3.6553
Sb 0.9160 -3.6477 1.6330
S -1.2045 -0.8356 2.8824
S 2.1497 -1.5261 1.7901
S -1.3687 -2.5378 1.7090
C 3.4775 -0.3300 -1.4012
S 2.4835 -0.8088 -2.8025
C 2.3523 0.8194 -3.5329
O 1.1133 -1.1012 -2.2748
H 4.5226 -0.2764 -1.7165
H 3.3371 -1.0935 -0.6299
H 3.1191 0.6222 -1.0008
H 3.3456 1.1868 -3.7979
H 1.8663 1.4630 -2.7968
H 1.7283 0.7225 -4.4221
*
```

For the HOMO energy, the calculation gives -0.0357 hartree. The value obtained for the frontier orbital gap is 4.732 eV.

=====

(2)
C31H38BiN10O4 as an isolated structure. Source: the Open Molecules 2025 dataset; level of theory: wB97M-V/def2-TZVPD.

ORCA input file:
```
! RIJCOSX wB97M-V def2-TZVPD def2/J DEFGRID3
* xyz 1 1
Bi -1.0248 -0.6198 0.2124
C 1.2477 0.4131 -2.5039
N 2.2001 0.4825 -1.4097
C 2.7297 1.8278 -1.2633
C 3.3024 -0.4622 -1.5737
C 2.8633 -1.9018 -1.8127
N 1.8868 -2.3778 -0.8470
C 2.4929 -2.5609 0.4651
C 1.2978 -3.6398 -1.2881
H 1.7165 0.5677 -3.4909
H 0.4849 1.1849 -2.3655
H 0.7547 -0.5603 -2.4930
H 3.2847 2.1701 -2.1504
H 3.4044 1.8576 -0.4070
H 1.9109 2.5295 -1.0845
H 3.9191 -0.4042 -0.6730
H 3.9478 -0.1702 -2.4198
H 3.7679 -2.5323 -1.8048
H 2.4275 -1.9819 -2.8110
H 3.3844 -3.2060 0.4141
H 1.7736 -3.0353 1.1305
H 2.7832 -1.5979 0.8851
H 2.0194 -4.4694 -1.2372
H 0.9583 -3.5451 -2.3198
H 0.4439 -3.8797 -0.6557
N -2.3755 2.2285 -3.7747
C -2.8801 3.0414 -2.7966
C -2.8444 2.3013 -1.6557
N -2.3417 1.0513 -1.9119
C -2.0554 1.0325 -3.2088
C -1.4798 -0.0829 -3.9422
N -1.3504 -1.3004 -3.4634
C -0.7221 -2.0392 -4.4259
C -0.4571 -1.2553 -5.5084
N -0.9410 -0.0138 -5.1902
H -2.2848 2.4917 -4.7402
H -3.2222 4.0419 -2.9940
H -3.1732 2.5757 -0.6659
H -0.5055 -3.0830 -4.2756
H 0.0180 -1.4627 -6.4510
H -0.9033 0.7826 -5.8029
O -1.5510 -3.9627 2.6296
C -1.0296 -3.0302 2.0652
O -1.1015 -2.7733 0.7885
C -0.1263 -2.0831 2.8399
C 0.3034 -2.4254 4.1289
C 1.2379 -1.6349 4.7343
C 1.7832 -0.5343 4.0382
C 2.7904 0.2881 4.5933
C 3.2971 1.3343 3.8782
C 2.8524 1.5748 2.5629
C 1.8842 0.7956 1.9935
C 1.3001 -0.2559 2.7332
N 0.3112 -1.0264 2.1913
H -0.1191 -3.3001 4.6011
H 1.5945 -1.8467 5.7348
H 3.1568 0.0693 5.5884
H 4.0560 1.9737 4.3089
H 3.2938 2.3865 1.9984
H 1.5852 0.9375 0.9655
N -3.0084 -1.6824 -0.6856
C -4.3525 -1.1604 -0.4238
C -4.6126 -1.0691 1.0790
C -3.6606 -0.0961 1.7389
O -4.0095 0.9656 2.1965
O -2.3910 -0.5181 1.8106
H -2.7572 -1.7168 -1.6746
H -2.9030 -2.6127 -0.2865
H -5.1131 -1.8076 -0.8673
H -4.4367 -0.1743 -0.8792
H -4.4696 -2.0518 1.5349
H -5.6308 -0.7299 1.2546
N 0.7394 6.3110 3.6462
C 0.3371 5.3783 3.1107
C -0.1399 4.1929 2.4624
C -0.6830 3.1574 3.2145
C -1.0808 2.0042 2.5602
N -0.9469 1.8457 1.2427
C -0.4548 2.8555 0.5222
C -0.0457 4.0497 1.0793
H -0.7826 3.2521 4.2860
H -1.5304 1.1800 3.0920
H -0.3858 2.6873 -0.5473
H 0.3408 4.8548 0.4706
*
```

For the HOMO energy, the calculation gives -0.4085 hartree. The value obtained for the frontier orbital gap is 8.112 eV. For the energy above the lowest of the compared OMol25 structures with the same formula, charge and spin, the calculation gives 2.80 kJ/mol.

=====

Number 2 is which compound? C31H38BiN10O4

=====

Among the records above, which one has the lowest frontier orbital gap? C31H37NO2PS5SbSn

=====

What is the formula in the first record? C31H37NO2PS5SbSn

=====

Which of these has the lowest frontier orbital gap? C31H37NO2PS5SbSn